Record 1
2 unconnected molecules or ions with the total composition C3H4N4O. Source: the Open Molecules 2025 dataset; level of theory: ωB97M-V/def2-TZVPD.

ΔE to the lowest compared entry with this formula, charge and spin = 6.904 eV
Calculated total energy = -11177.0648 eV
HOMO-LUMO gap = 0.3315 hartree

Structure (XYZ):
```
12
Properties=species:S:1:pos:R:3:forces:R:3:nbo_charge:R:1
C 1.61712 0.09682 -0.53023 7.33 -1.64 -0.35 0.459
C -1.11167 -0.98218 -0.23635 -0.75 -2.22 1.81 0.150
C -1.00306 1.07363 0.35925 -3.52 -4.59 -2.52 0.110
H 0.80759 -0.05590 -1.43125 2.15 0.93 1.95 0.185
H 1.76357 0.02678 1.90080 -2.74 -1.85 -4.40 0.433
H -0.80450 -2.00239 -0.28827 -0.20 -0.72 -0.38 0.206
H -0.46676 1.91335 0.52527 1.02 2.86 0.83 0.196
N 1.07438 -0.53554 0.70478 1.68 4.15 0.81 -0.438
N -0.31425 -0.21373 0.56938 -2.88 2.90 -1.16 -0.268
N -2.28493 -0.53070 -0.57860 1.80 2.31 -0.41 -0.263
N -2.22067 0.90122 -0.35823 4.79 -1.37 3.38 -0.232
O 2.94317 0.30864 -0.63655 -8.68 -0.75 0.44 -0.537
```
Positions in Å, forces in eV/Å.

---

Record 2
5 unconnected molecules or ions with the total composition CH13NO4. Source: the Open Molecules 2025 dataset; level of theory: ωB97M-V/def2-TZVPD.

ΔE to the lowest compared entry with this formula, charge and spin = 1.264 eV
Calculated total energy = -10927.3870 eV
HOMO-LUMO gap = 0.3576 hartree

Structure (XYZ):
```
19
Properties=species:S:1:pos:R:3:forces:R:3:nbo_charge:R:1
C -0.96325 0.55766 2.20877 -1.41 -0.79 -0.79 -0.435
N -1.08954 -0.68980 1.39554 0.28 0.86 -0.21 -0.861
H -0.47750 1.35856 1.65996 0.85 -0.03 0.25 0.182
H -0.53036 0.19518 3.12909 0.41 0.86 0.40 0.194
H -1.93719 1.02265 2.39026 -0.09 -0.45 0.39 0.190
H -1.92491 -0.71872 0.82873 -0.32 0.23 0.11 0.349
H -0.34925 -0.63006 0.70539 0.04 -0.49 0.09 0.373
O 0.31998 1.38637 -2.72106 -0.23 0.04 0.11 -0.956
H 1.19024 1.60728 -2.37635 0.04 -0.09 0.02 0.481
H 0.43257 0.64872 -3.32767 0.15 -0.02 -0.02 0.478
O -1.31822 -1.09291 -2.16551 0.01 -0.30 0.04 -0.963
H -2.21551 -0.80547 -2.36063 0.17 0.23 0.07 0.469
H -0.83650 -0.34156 -1.79388 -0.22 0.10 -0.14 0.490
O 0.70971 -2.12505 -0.22500 0.68 -0.94 0.52 -0.932
H -0.04146 -2.70300 -0.06600 -0.76 0.24 -0.53 0.476
H 1.27879 -2.53224 0.44836 0.42 0.57 -0.26 0.463
O 2.39589 1.91594 0.52036 0.48 -0.63 0.35 -0.931
H 3.21855 1.42340 0.38579 -0.03 0.32 -0.42 0.464
H 2.13798 1.52306 1.36383 -0.48 0.29 0.02 0.468
```
Positions in Å, forces in eV/Å.

---

Record 3
A molecular structure, C22H19F3N4O2. Source: the Open Molecules 2025 dataset; level of theory: ωB97M-V/def2-TZVPD.

ΔE to the lowest compared entry with this formula, charge and spin = 18.330 eV
Calculated total energy = -41313.6368 eV
HOMO-LUMO gap = 0.2715 hartree

Structure (XYZ):
```
50
Properties=species:S:1:pos:R:3:forces:R:3:nbo_charge:R:1
C 2.20727 -5.77319 -3.17125 -8.37 -2.00 -2.12 -0.632
C 1.61634 -4.31490 -2.93625 1.91 -1.43 -3.72 0.084
C 1.32295 -3.84888 -1.59338 0.01 5.57 -13.80 -0.204
C 0.88613 -2.54818 -1.57410 0.08 0.61 -7.97 -0.196
C 0.62544 -1.71479 -2.82363 4.00 -5.13 4.68 0.170
C 1.11078 -2.28250 -4.06417 -0.20 -1.73 3.33 0.006
C 1.64548 -3.54195 -4.27420 -2.24 1.23 9.77 -0.200
H 1.56819 -4.05996 -5.11633 0.55 -1.95 -3.61 0.214
C 0.72225 -1.34998 -5.01907 6.21 5.81 2.03 -0.420
H 1.69837 -0.87943 -5.47492 -1.87 -1.03 0.24 0.221
H 0.21462 -1.78429 -5.67076 -4.76 -3.06 -6.15 0.216
C 0.07669 -0.30983 -4.18559 2.44 9.27 -8.73 -0.138
N 0.25092 -0.38344 -2.93459 3.10 -5.76 11.97 -0.438
C 0.17279 0.49376 -1.76786 -5.54 2.95 -10.07 0.788
O -0.62738 1.45584 -2.17873 3.09 -2.15 3.46 -0.665
N 0.81892 0.28763 -0.68709 2.14 -1.43 3.45 -0.617
C 0.41870 1.07742 0.46413 6.68 -8.06 3.10 0.129
C -0.28479 2.12558 0.60342 -2.60 3.13 5.66 -0.061
N -0.71703 2.67538 1.96352 3.47 -1.32 -3.29 -0.397
C -0.05317 2.14327 2.96257 -6.64 3.40 0.52 0.450
C 0.55256 0.94184 2.92434 7.74 -5.04 1.24 -0.265
C 1.11592 0.31386 1.77337 -7.93 9.13 -0.47 -0.119
H 1.60442 -0.53765 1.82392 2.46 -3.91 -0.19 0.202
H 1.17794 0.60796 3.90910 -2.25 0.62 -1.95 0.237
O -0.64391 2.55935 4.24708 2.17 1.46 -1.27 -0.522
C -1.37530 3.83910 4.25043 -1.15 -4.46 -1.71 0.209
C -0.93651 5.08116 4.62373 8.50 -3.44 3.39 -0.138
C -1.80282 5.94424 5.08390 -0.26 2.12 -1.80 -0.286
C -2.97068 5.82900 4.43327 -4.58 2.66 3.51 0.049
N -3.47226 4.77533 3.95851 -1.17 -4.88 -2.27 -0.429
C -2.71973 3.61653 3.89367 -0.23 2.75 -1.35 0.228
C -3.38041 2.39173 3.16114 6.05 3.68 -1.71 -0.613
H -4.33190 2.48623 3.35134 -5.21 0.07 0.45 0.218
H -2.91161 1.60442 3.58151 0.98 -3.19 1.37 0.213
H -3.00425 2.40646 2.07568 -1.16 0.26 1.54 0.245
H -3.77999 6.53980 4.79435 0.95 -0.04 -1.20 0.175
H -1.64457 6.90428 5.39564 1.16 2.05 1.50 0.223
H 0.38325 5.12544 5.11044 -4.21 -0.16 -1.90 0.201
H -0.74643 2.53267 -0.18784 -1.58 1.75 -2.55 0.248
H 1.50135 -0.59752 -0.50936 -2.39 3.09 -0.92 0.460
H -0.84605 0.04600 -4.36765 -3.53 0.72 -1.72 0.217
H 0.79825 0.78810 -4.43248 -2.27 -2.28 -0.18 0.132
H 0.70471 -2.31992 -0.67897 -2.03 2.92 6.93 0.188
C 1.55956 -4.71412 -0.67623 -1.51 -3.62 11.45 0.957
F 1.30582 -4.22994 0.59388 -1.05 3.92 2.24 -0.387
F 2.71157 -5.13424 -0.38136 5.37 -2.46 -2.07 -0.285
F 0.69430 -5.67427 -0.54556 -2.01 -3.98 -2.42 -0.308
H 3.11169 -5.77186 -2.82612 5.24 -0.63 2.48 0.198
H 1.39304 -6.61449 -2.61898 2.90 2.35 -1.38 0.221
H 2.27859 -6.20706 -4.28245 -0.45 1.62 2.21 0.221
```
Positions in Å, forces in eV/Å.

---

Record 4
A molecular structure, C17H34O2P2V. Source: the Open Molecules 2025 dataset; level of theory: ωB97M-V/def2-TZVPD.

Multiplicity = 4
ΔE to the lowest compared entry with this formula, charge and spin = 3.018 eV
Calculated total energy = -66531.7135 eV
HOMO-LUMO gap (alpha / beta) = 0.2637 / 0.2281 hartree

Structure (XYZ):
```
56
Properties=species:S:1:pos:R:3:forces:R:3:lowdin_spin:R:1
P 2.05880 -0.65318 -4.12311 5.47 -3.11 -3.93 0.180
P -0.58544 -0.39665 -5.22935 -2.45 -2.58 -7.20 0.111
C 1.83741 -1.23234 -5.94637 0.29 -0.10 0.45 0.053
C 0.68641 -0.49324 -6.56671 0.20 -0.15 0.20 0.032
H 1.62474 -2.31542 -5.89013 0.22 0.42 -0.09 0.001
H 2.77412 -1.06033 -6.47876 0.10 -0.30 0.07 0.003
H 0.95141 0.48990 -6.96289 0.12 0.01 0.26 0.000
H 0.20406 -1.05063 -7.36148 0.16 0.03 -0.43 0.001
C -1.18898 -2.15198 -5.61797 -0.79 0.33 0.02 0.032
H -2.13610 -2.33818 -5.09633 0.17 0.02 -0.09 0.000
H -0.48418 -2.95553 -5.30781 -0.24 0.86 -0.11 0.001
H -1.36519 -2.22852 -6.70991 0.03 -0.02 0.61 0.003
C -1.53275 0.90373 -6.04805 -0.68 -0.03 -0.10 0.008
H -2.58824 0.60868 -6.04274 0.15 0.63 -0.08 0.000
H -1.11714 1.06339 -7.05548 -0.50 -0.14 0.31 0.000
H -1.36181 1.79557 -5.42538 -0.52 -0.24 -0.22 0.001
C 3.30395 -1.92894 -3.80018 0.53 -0.46 0.53 0.020
H 3.78123 -1.71404 -2.83164 0.00 -0.37 -0.39 0.000
H 4.05611 -1.82046 -4.61343 -0.41 -0.22 0.59 0.000
H 2.89359 -2.95671 -3.80360 0.18 0.57 0.07 0.000
C 3.25115 0.69211 -4.41793 0.16 0.87 0.17 0.033
H 2.78936 1.67135 -4.30009 0.02 0.15 0.02 0.000
H 3.67661 0.64057 -5.42158 -0.01 -0.11 0.09 0.002
H 4.05725 0.61660 -3.68116 -0.14 0.06 -0.05 0.001
V 0.25723 0.06129 -3.43880 -3.11 7.35 7.86 2.161
C 3.31740 -3.79116 -0.82895 -1.38 0.89 -0.05 0.000
C 4.47030 -4.26941 -0.39413 -0.38 -0.48 0.07 0.000
C 5.11868 -3.86816 0.88747 0.84 -0.44 -0.20 0.000
C 5.57801 -2.42297 0.98967 0.30 0.02 0.22 0.000
C 5.67901 -1.69703 -0.33209 0.21 -0.19 0.41 0.000
C 4.71455 -0.87869 -0.76524 0.83 -0.02 -0.21 0.000
C 3.29937 -1.05899 -0.35621 -0.52 0.39 0.75 0.003
C 2.62300 -2.47060 -0.49235 -0.82 -0.02 0.30 0.001
C 0.33340 1.25077 -1.65255 0.05 -0.35 0.21 -0.029
H 2.59600 -4.45470 -1.32085 0.81 0.23 -0.94 0.000
H 4.90601 -5.11451 -0.92530 -0.39 -0.33 0.43 0.000
H 5.99191 -4.52371 0.95479 -0.07 0.05 0.42 0.000
H 4.45865 -4.08652 1.74040 0.11 -0.19 -0.36 0.000
H 4.97850 -1.90303 1.75872 0.09 0.13 -0.70 0.000
H 6.59776 -2.45741 1.40227 -0.23 0.27 -0.05 0.000
H 6.58442 -1.96805 -0.89602 -0.04 1.11 0.32 0.000
H 4.95285 0.00195 -1.37500 -0.10 -0.83 -0.65 0.000
H 2.68783 -0.34802 -0.93937 0.10 -0.26 0.36 0.003
H 3.18013 -0.77537 0.69616 -0.03 0.20 -0.08 0.000
H 2.04176 -2.61263 0.43265 0.16 -0.06 -0.03 0.000
H 1.80928 -2.31693 -1.22676 0.49 -0.36 0.10 0.002
H -0.28965 2.13711 -1.90536 0.37 -0.47 0.10 0.000
H 1.33495 1.54474 -1.29989 -0.29 0.03 0.04 0.008
H -0.18125 0.69305 -0.84090 0.29 0.58 -0.20 0.005
C -3.16925 1.04259 -2.32903 -0.14 0.43 -0.51 0.004
O -2.24847 1.03809 -3.34174 2.96 -1.31 -0.94 0.066
C -0.47014 -1.26565 -2.39835 -2.31 -4.87 4.45 0.147
O -0.88525 -2.02446 -1.60011 1.19 2.53 -2.80 0.143
H -4.05203 1.33339 -2.90287 -1.06 -0.22 0.80 0.000
H -2.99145 1.84584 -1.59711 0.07 -0.15 0.31 0.001
H -3.31230 0.08096 -1.79230 -0.07 0.24 -0.14 0.002
```
Positions in Å, forces in eV/Å.